Model one:
{"formula": "C6H12N", "method": "the ωB97M-V functional and the def2-TZVPD basis", "elements": ["C", "C", "C", "C", "N", "C", "C", "H", "H", "H", "H", "H", "H", "H", "H", "H", "H", "H", "H"], "positions_angstrom": [[-2.08, -1.39, -0.14], [-0.73, -0.88, -0.31], [0.79, -0.85, 0.37], [2.15, -1.19, 0.12], [-0.09, 0.38, -0.06], [-0.31, 1.27, 1.08], [0.21, 1.28, -1.20], [-2.63, -0.63, 0.26], [-2.22, -2.01, 0.74], [-2.35, -1.77, -1.02], [2.15, -2.18, -0.07], [2.67, -0.94, 0.97], [2.68, -0.43, -0.49], [-0.67, 0.83, 2.03], [0.73, 1.79, 1.41], [-1.13, 1.97, 1.03], [0.14, 0.71, -2.25], [-0.46, 2.28, -1.27], [1.16, 1.76, -1.22]], "smiles": "CC1=C(C)[N+]1(C)C", "total_charge": 1, "homo_ev": [-13.8, -13.9]}

=====

Model two:
{"formula": "C6H12N", "method": "the ωB97M-V functional and the def2-TZVPD basis", "elements": ["C", "N", "C", "C", "C", "C", "C", "H", "H", "H", "H", "H", "H", "H", "H", "H", "H", "H", "H"], "positions_angstrom": [[-2.49, -0.33, -0.68], [-1.51, 0.45, 0.04], [-0.42, -0.37, 0.59], [0.62, -1.09, -0.24], [1.71, -1.16, 0.80], [1.23, 0.18, 0.40], [1.94, 1.35, -0.17], [-3.30, 0.33, -0.90], [-1.87, -0.82, -1.39], [-3.02, -0.88, 0.05], [-1.88, 1.07, 0.73], [-1.22, 1.14, -0.75], [-0.72, -0.75, 1.53], [0.62, -1.47, -1.23], [1.45, -1.46, 1.78], [2.66, -1.49, 0.35], [1.98, 1.42, -1.26], [2.95, 1.60, 0.24], [1.26, 2.28, 0.12]], "smiles": "C[NH2+][C@H]1[C@@H]2C[C@@]21C", "total_charge": 1, "homo_ev": -13.3}

=====

Model three:
{"formula": "C6H12N", "method": "the ωB97M-V functional and the def2-TZVPD basis", "elements": ["C", "C", "C", "C", "C", "N", "C", "H", "H", "H", "H", "H", "H", "H", "H", "H", "H", "H", "H"], "positions_angstrom": [[1.48, 1.39, -0.08], [0.63, 0.20, -0.47], [1.04, -1.26, -0.36], [-0.26, -1.62, 0.33], [-0.74, -0.18, 0.15], [-1.61, 0.48, 1.09], [-0.67, 0.38, -1.20], [2.29, 0.98, 0.43], [0.97, 2.19, 0.39], [1.82, 1.83, -0.95], [1.89, -1.39, 0.38], [1.18, -1.84, -1.31], [-0.74, -2.44, -0.15], [-0.08, -1.81, 1.38], [-1.99, -0.30, 1.72], [-2.22, 0.97, 0.42], [-1.05, 1.27, 1.65], [-0.98, 1.39, -1.38], [-0.97, -0.24, -2.04]], "smiles": "C[C@@]12CC[C@]1([NH3+])C2", "total_charge": 1, "homo_ev": -13.9}

=====

Model four:
{"formula": "C6H12N", "method": "the ωB97M-V functional and the def2-TZVPD basis", "elements": ["C", "C", "C", "C", "C", "C", "N", "H", "H", "H", "H", "H", "H", "H", "H", "H", "H", "H", "H"], "positions_angstrom": [[2.45, 0.84, 0.28], [1.16, 0.64, 0.09], [0.03, 1.44, -0.50], [-0.88, 0.20, -0.37], [-2.16, 0.38, 0.41], [0.26, -0.54, 0.37], [0.71, -1.83, -0.26], [3.09, 0.10, 0.73], [2.91, 1.77, 0.01], [-0.28, 2.28, 0.12], [0.20, 1.81, -1.51], [-1.10, -0.25, -1.34], [-1.96, 0.82, 1.38], [-2.67, -0.57, 0.56], [-2.84, 1.04, -0.13], [0.06, -0.73, 1.42], [1.56, -2.17, 0.20], [0.92, -1.66, -1.26], [-0.02, -2.54, -0.19]], "smiles": "C=C1C[C@H](C)[C@H]1[NH3+]", "total_charge": 1, "homo_ev": -14.0}

=====

Stability verdict: model four, ahead by 1.421 eV